No. 1
Entry from the Open Molecules 2025 dataset: a structure of composition C5H11N2 (ωB97M-V with the def2-TZVPD basis set).

Geometry as XYZ:
```
18
Properties=species:S:1:pos:R:3:nbo_charge:R:1
C 1.372 1.155 -3.453 0.19
C 1.025 0.433 2.100 -0.68
C 0.359 -1.270 -1.021 0.11
C -0.458 -1.567 2.252 -0.70
C 0.321 -0.633 1.374 0.43
N 0.384 -0.818 0.113 -0.31
N 0.998 0.297 -2.797 -0.39
H -5.009 1.182 -0.266 0.00
H 1.931 1.790 -4.017 0.24
H 1.109 1.376 1.610 0.26
H 0.552 0.752 2.982 0.26
H 2.011 -0.030 2.282 0.27
H -0.489 -1.030 -1.737 0.26
H 1.009 -2.128 -1.347 0.24
H -4.808 1.526 -0.956 0.00
H -1.067 -2.476 1.796 0.27
H 0.213 -1.897 3.095 0.27
H -1.344 -0.954 2.755 0.28
```

Values from the calculation:
Net charge: +1
HOMO level: -15.66 eV
E_tot: -306.24777 hartree
HOMO-LUMO gap: 11.9 eV

---

No. 2
Entry from the Open Molecules 2025 dataset: the ion C5H11N2 with charge +1 (ωB97M-V with the def2-TZVPD basis set).

Geometry as XYZ:
```
18
Properties=species:S:1:pos:R:3:nbo_charge:R:1
C -2.374 -0.487 -0.424 0.04
N -1.300 -0.020 0.071 -0.52
C -0.152 -0.873 0.205 0.11
C -0.288 -2.095 0.765 -0.37
C 1.038 -0.347 -0.523 -0.47
C 1.552 1.003 0.063 -0.21
N 0.411 1.960 0.220 -0.72
H -2.293 -1.431 -0.972 0.17
H -3.374 -0.088 -0.327 0.21
H 0.650 -2.574 1.009 0.23
H -1.275 -2.536 0.698 0.23
H 1.820 -1.058 -0.261 0.25
H 1.052 -0.214 -1.607 0.25
H 1.954 0.868 1.064 0.23
H 2.319 1.419 -0.597 0.23
H 0.777 2.834 0.594 0.44
H -0.093 2.173 -0.647 0.43
H -0.423 1.467 0.669 0.49
```

Values from the calculation:
Structure (SMILES): C=NC(=C)CC[NH3+]
Net charge: +1
HOMO level: -13.12 eV
E_tot: -306.31462 hartree
HOMO-LUMO gap: 10.0 eV

---

No. 3
Entry from the Open Molecules 2025 dataset: a structure of composition C5H11N2O (ωB97M-V with the def2-TZVPD basis set).

Geometry as XYZ:
```
19
Properties=species:S:1:pos:R:3:nbo_charge:R:1
C -2.375 0.802 0.466 -0.14
O -3.490 1.498 0.343 -0.27
C -1.716 0.119 -0.832 -0.43
C -0.722 -1.067 -0.490 -0.40
C 0.491 -0.566 0.287 -0.29
N 3.372 0.001 0.903 -0.67
C 2.811 0.211 -0.267 0.04
N 1.381 -0.059 -0.802 -0.46
H -2.485 0.079 1.263 0.18
H -1.487 1.402 0.798 0.24
H -2.582 -0.268 -1.369 0.22
H -1.227 0.869 -1.483 0.22
H -1.197 -1.892 0.189 0.21
H -0.227 -1.429 -1.332 0.23
H 0.052 0.074 1.172 0.20
H 1.147 -1.355 0.739 0.20
H 2.769 0.153 1.730 0.34
H 3.580 0.381 -1.041 0.21
H 1.905 1.045 -0.276 0.38
```

Values from the calculation:
HOMO level (alpha / beta): -9.50 / -9.50 eV
E_tot: -381.60610 hartree
2S+1: 2
HOMO-LUMO gap (alpha / beta): 9.4 / 7.8 eV

---

No. 4
Entry from the Open Molecules 2025 dataset: a cluster of 2 separate species, C5H11N2O in total (ωB97M-V with the def2-TZVPD basis set).

Geometry as XYZ:
```
19
Properties=species:S:1:pos:R:3:nbo_charge:R:1
C 2.676 -0.033 -0.401 -0.33
C 1.463 -0.234 0.150 0.05
C 1.016 -1.664 0.232 -0.66
C -2.117 -0.072 0.731 -0.77
C -1.222 0.673 -0.040 0.60
N 0.753 0.877 0.678 -0.07
N -1.236 1.407 -1.062 -0.67
O 1.101 2.092 0.054 -0.56
H 3.076 0.894 -0.529 0.21
H 3.334 -0.927 -0.700 0.23
H 0.314 -1.748 0.971 0.20
H 1.858 -2.337 0.520 0.26
H 0.652 -2.187 -0.647 0.24
H -1.546 -0.965 1.319 0.30
H -2.549 0.625 1.430 0.32
H -2.964 -0.324 0.140 0.26
H -1.951 1.298 -1.793 0.44
H -0.485 2.009 -1.130 0.44
H 1.233 2.545 0.880 0.51
```

Values from the calculation:
Net charge: +1
HOMO level (alpha / beta): -12.62 / -12.62 eV
E_tot: -381.41303 hartree
HOMO-LUMO gap (alpha / beta): 8.0 / 8.0 eV

---

No. 5
Entry from the Open Molecules 2025 dataset: a structure of composition C5H11N2O (ωB97M-V with the def2-TZVPD basis set).

Geometry as XYZ:
```
19
Properties=species:S:1:pos:R:3:nbo_charge:R:1
C 0.270 -2.147 -0.071 0.36
C 0.727 -0.082 0.885 0.19
C -0.182 0.399 -0.289 0.29
C -1.544 1.023 0.012 -0.71
C 0.598 1.094 -1.413 -0.69
N -0.455 -1.411 -0.858 -0.58
N 0.910 -1.546 0.892 -0.55
O 0.222 0.235 2.166 -0.72
H 0.256 -3.194 -0.216 0.24
H 1.817 0.266 0.814 0.21
H -1.957 0.535 0.896 0.26
H -2.281 1.326 -0.789 0.28
H -1.326 2.106 0.330 0.26
H 1.327 0.637 -2.071 0.27
H 1.300 1.804 -0.926 0.25
H -0.248 1.628 -1.906 0.24
H -1.011 -1.655 -1.661 0.44
H 1.228 -2.130 1.684 0.46
H 0.349 1.110 2.521 0.51
```

Values from the calculation:
Net charge: +1
HOMO level: -14.54 eV
E_tot: -381.57171 hartree
HOMO-LUMO gap: 11.5 eV

---

No. 6
Entry from the Open Molecules 2025 dataset: the ion C5H11N2O with charge +1 (ωB97M-V with the def2-TZVPD basis set).

Geometry as XYZ:
```
19
Properties=species:S:1:pos:R:3:nbo_charge:R:1
C -0.442 0.782 0.358 -0.20
C 1.842 -0.457 -0.001 0.72
C 3.270 -0.124 -0.085 -0.76
C -2.872 -0.860 0.557 -0.69
C -2.432 -0.099 -0.632 0.10
N 0.964 0.926 0.033 -0.61
N -1.278 0.507 -0.683 -0.40
O 1.228 -1.447 0.070 -0.42
H -0.616 0.245 1.274 0.21
H 3.468 0.587 -0.887 0.26
H 3.857 -1.025 -0.248 0.28
H 3.603 0.331 0.850 0.27
H -3.604 -1.612 0.273 0.26
H -2.022 -1.355 1.030 0.23
H -3.334 -0.209 1.302 0.25
H -3.061 -0.065 -1.505 0.22
H 1.402 1.529 0.737 0.44
H 1.076 1.386 -0.876 0.43
H -1.048 0.959 -1.567 0.42
```

Values from the calculation:
Net charge: +1
HOMO level: -11.34 eV
E_tot: -381.54036 hartree
HOMO-LUMO gap: 8.0 eV

---

Short version: energy above the lowest of the compared OMol25 structures with the same formula, charge and spin = 3.693; 1.874; 5.214; 6.828; 2.510; 3.363 eV, in the order given.